25
Properties=species:S:1:pos:R:3:mulliken_charge:R:1 method="wB97M-V/def2-TZVPD" charge=0 gap_ha="0.15759 / 0.35349" s2=6.014 multiplicity=5 de_lowest_kcal_mol=0.0 e_homo_ha="-0.1360 / -0.3437"
C -2.01335 -1.57019 -1.49011 -0.60
C -1.84906 -2.73243 -0.65229 -0.63
C -2.07936 -2.31409 0.70962 -0.11
C -2.18571 -0.87561 0.76619 -0.95
C -2.21605 -0.41683 -0.64503 -0.10
Co -0.56373 -1.28792 -0.16547 0.29
P 0.30421 -0.12361 -2.31212 -0.30
H -1.86721 -1.57453 -2.57091 0.58
H -1.51089 -3.70844 -0.99074 0.43
H -2.02071 -2.88009 1.66909 0.38
H -2.46720 0.63127 -0.86818 0.39
H -2.03421 -0.21778 1.64484 0.41
H 0.06622 1.28998 -2.41485 0.11
H -0.46212 -0.32079 -3.50300 0.08
H 1.54401 -0.22220 -3.07600 0.11
C 2.35725 1.99454 0.16383 -1.01
S 1.48870 0.66434 1.09217 0.48
C 1.87060 1.41513 2.72632 -1.01
O 0.01997 0.83652 0.78805 -0.48
H 3.22652 2.29480 0.79001 0.39
H 1.68341 2.84860 -0.02386 0.28
H 2.72096 1.59335 -0.79561 0.30
H 1.24230 2.26300 3.00498 0.30
H 1.83521 0.64996 3.51823 0.32
H 2.91023 1.76300 2.63483 0.35



30
Properties=species:S:1:pos:R:3:mulliken_charge:R:1 method="wB97M-V/def2-TZVPD" charge=+1 gap_ha=0.20851 e_homo_ha=-0.4313
F 1.14048 3.83249 -0.74314 -0.24
C 0.44579 2.75022 -1.47976 0.29
F 1.36257 1.76834 -2.11581 -0.21
C -0.59253 3.28490 -2.63044 0.62
F -0.31133 4.72284 -2.99912 -0.23
F -0.56356 2.52410 -3.90377 -0.19
P -2.35311 3.19798 -1.88495 0.19
N -2.86850 1.57158 -1.36317 -0.39
C -2.15198 0.57285 -1.97548 0.41
S -1.17774 -0.61077 -2.77925 0.10
H -0.18419 2.14825 -0.66557 0.14
H -3.24625 3.81488 -2.86651 0.27
H -2.31343 4.01858 -0.66679 0.27
C 1.91913 -3.12885 1.48903 -1.42
C 1.81862 -1.61218 1.34231 0.37
C 0.70667 -0.97984 2.20931 -0.72
O -0.61680 -1.16295 1.69539 -0.35
C -1.19477 -2.42296 2.00032 -0.69
N 1.64639 -1.28197 -0.08066 -0.63
H 1.12916 -3.65893 0.95171 0.26
H 2.87364 -3.48759 1.08410 0.36
H 1.87489 -3.42477 2.54253 0.36
H 2.77457 -1.19237 1.67820 0.43
H 0.86713 0.10476 2.22366 0.33
H 0.76733 -1.31391 3.25185 0.43
H -0.88813 -2.79186 2.98354 0.31
H -0.94106 -3.14717 1.22363 0.26
H -2.28168 -2.30693 1.99769 0.25
H 1.67542 -0.26668 -0.18536 0.17
H 0.68325 -1.52203 -0.33348 0.28



28
Properties=species:S:1:pos:R:3:mulliken_charge:R:1 method="wB97M-V/def2-TZVPD" charge=0 smiles="CC(C)(C)NS(=O)(=O)[C@@H]1N=NC[C@H]1F" gap_ha=0.37749 de_lowest_kcal_mol=3.9 e_homo_ha=-0.3548
C -0.20225 2.93704 0.10363 -1.89
C -0.97764 1.59512 0.29052 1.67
C -2.45517 1.89741 0.00226 -1.44
C -0.81284 1.04424 1.70350 -1.60
N -0.45521 0.66549 -0.70190 -0.38
S -0.64505 -0.94713 -0.63639 1.02
O -0.41159 -1.54776 -1.92643 -0.64
O -1.81913 -1.23206 0.11454 -0.62
C 0.89181 -1.48928 0.30362 -0.32
N 1.78909 -0.69092 -0.46095 0.23
N 2.55220 -1.20371 -1.24813 -0.81
C 2.47771 -2.73480 -1.16522 -0.53
C 1.41547 -3.02181 -0.13620 0.31
F 1.98557 -3.62307 0.94523 -0.35
H 0.67012 2.86587 0.79977 0.39
H -0.01673 3.08841 -0.94599 0.47
H -0.79709 3.69578 0.53682 0.50
H -3.24789 1.04706 0.00016 0.27
H -2.50552 2.50320 -0.89741 0.42
H -2.81515 2.68319 0.72229 0.37
H -1.09525 1.75363 2.52712 0.40
H -1.44724 0.09957 1.62368 0.45
H 0.14460 0.51352 1.81598 0.24
H 0.53250 0.83383 -0.94058 0.44
H 0.96855 -1.19312 1.36729 0.49
H 3.52682 -2.89042 -1.02280 0.40
H 2.16329 -2.91446 -2.19194 0.25
H 0.58601 -3.73481 -0.58249 0.27



31
Properties=species:S:1:pos:R:3:mulliken_charge:R:1 method="wB97M-V/def2-TZVPD" charge=+1 gap_ha=0.24685 de_lowest_kcal_mol=13.3 e_homo_ha=-0.3794
K 1.15003 -2.92006 -0.84131 0.94
K 3.66492 -0.77241 1.27262 0.95
C 0.57600 0.47263 0.28012 -0.34
O 0.86360 -0.78611 0.86056 -0.96
H 1.42183 1.15573 0.48289 0.27
H 0.58868 0.39125 -0.81909 0.09
H -0.37858 0.88532 0.61693 -0.01
C -1.43585 1.75691 3.55085 -0.74
N -2.41363 0.84751 2.89377 0.92
O -2.74498 1.11366 1.74193 -0.60
O -2.81693 -0.09293 3.53502 -0.52
H -1.06111 2.57062 2.94923 0.31
H -0.60508 1.06921 3.75304 0.30
H -1.82925 1.98596 4.53638 0.31
C 4.47363 2.52917 -2.82913 -0.77
N 3.97795 1.34374 -2.10464 0.90
O 4.55724 1.00684 -1.08696 -0.57
O 2.97122 0.81541 -2.49494 -0.49
H 5.04152 3.18065 -2.17745 0.32
H 3.64560 2.98090 -3.36041 0.33
H 5.17761 2.15195 -3.57667 0.31
N -2.68562 -1.21266 -0.15002 0.12
C -2.05311 -1.28009 -1.36044 -0.30
C -2.07828 -2.61491 -1.74122 -0.89
C -2.59100 -3.35481 -0.64809 -0.52
C -2.95946 -2.45438 0.31428 -0.41
H -2.64346 -0.37275 0.41292 0.21
H -1.70595 -0.41031 -1.88900 0.45
H -1.83796 -2.99786 -2.72265 0.52
H -2.80258 -4.41304 -0.65529 0.45
H -3.46701 -2.57514 1.25678 0.44



22
Properties=species:S:1:pos:R:3:mulliken_charge:R:1 method="wB97M-V/def2-TZVPD" charge=+1 gap_ha=0.40533 de_lowest_kcal_mol=101.7 e_homo_ha=-0.5099
C -1.35381 0.67792 2.09913 -0.73
C 0.93071 1.38582 -1.09283 -0.98
C -0.16463 0.71191 1.70055 0.63
C 0.23709 0.53500 -0.38390 0.09
C 1.11953 0.88083 2.28249 -0.91
C -0.84263 -0.57947 -2.29602 -1.01
C 0.23914 -1.82954 -0.56260 -0.86
N -0.53141 -0.59012 -0.90126 0.22
H -1.36431 0.89351 3.19027 0.25
H -2.37147 0.61978 1.62630 0.26
H 1.33653 1.21438 -2.11876 0.22
H 1.35188 2.24911 -0.67872 0.35
H 1.10445 1.45886 3.22268 0.38
H 1.55411 1.42535 1.44581 0.25
H 1.69513 -0.15099 2.47519 0.22
H -1.38805 -1.54612 -2.55058 0.40
H -1.58747 0.27222 -2.60524 0.33
H -0.03640 -0.55545 -2.99305 0.40
H -0.35482 -2.71841 -0.49230 0.42
H 0.91926 -2.04114 -1.29234 0.44
H 0.90272 -1.74063 0.32168 0.28
H -1.39555 -0.57284 -0.39650 0.36



22
Properties=species:S:1:pos:R:3:mulliken_charge:R:1 method="wB97M-V/def2-TZVPD" charge=+1 gap_ha=0.35554 de_lowest_kcal_mol=85.0 e_homo_ha=-0.5179
C -1.74737 -0.22115 0.00427 0.52
C -2.72566 0.50853 0.28824 -0.74
C -0.96304 -1.45262 -0.19466 -0.62
C 0.41866 -0.83198 -0.52388 0.11
C 1.55502 -1.68792 0.12874 -1.25
C 0.52704 0.95726 1.16213 -0.95
C 0.36098 1.57498 -1.20801 -0.88
N 0.15544 0.60389 -0.15760 0.17
H -2.88412 1.64570 0.27337 0.29
H -3.69311 0.03234 0.17061 0.33
H -0.73910 -2.20815 0.60052 0.36
H -1.51889 -2.10248 -0.90970 0.37
H 0.58545 -0.85211 -1.66285 0.26
H 1.53410 -1.31612 1.15742 0.33
H 2.61480 -1.66618 -0.31259 0.31
H 1.32602 -2.80469 0.01490 0.38
H 0.18560 0.02481 1.77971 0.36
H 1.62627 1.04948 1.44191 0.32
H -0.05192 1.82700 1.49070 0.34
H -0.14803 2.60640 -1.01322 0.28
H 1.42707 1.94059 -1.06527 0.37
H 0.05455 1.23612 -2.25159 0.33



22
Properties=species:S:1:pos:R:3:mulliken_charge:R:1 method="wB97M-V/def2-TZVPD" charge=+1 gap_ha=0.38035 de_lowest_kcal_mol=58.4 e_homo_ha=-0.5108
C 2.82281 0.00110 -0.01506 0.24
C 2.06722 0.02112 -1.00225 -0.57
C -1.53873 0.35581 -0.39151 1.33
C 3.51419 -0.12819 1.22072 -1.30
C -1.33352 1.54864 -1.19407 -1.23
C -2.87978 0.25725 0.22219 -1.45
C -0.40920 -1.68580 0.51516 -0.84
N -0.54155 -0.40279 -0.27166 0.00
H 1.58075 0.16123 -1.87348 0.68
H 0.44017 -0.28954 -0.59777 -0.01
H 3.17361 -0.98784 1.64506 0.36
H 3.29469 0.68803 1.94304 0.33
H 4.50547 -0.16806 0.98319 0.36
H -1.86372 2.42903 -0.81949 0.38
H -1.67239 1.53079 -2.30210 0.30
H -0.18804 1.73691 -1.31713 0.31
H -2.89487 0.89721 1.08635 0.36
H -3.14098 -0.71739 0.53508 0.48
H -3.65852 0.59068 -0.58313 0.34
H -1.34996 -1.70156 1.08764 0.33
H 0.41555 -1.65460 1.26853 0.26
H -0.34320 -2.48203 -0.13932 0.34



22
Properties=species:S:1:pos:R:3:mulliken_charge:R:1 method="wB97M-V/def2-TZVPD" charge=+1 smiles="C[C@@H]1C=C[N@H+](C)[C@H]1C" gap_ha=0.41506 de_lowest_kcal_mol=17.2 e_homo_ha=-0.5252
C -2.48053 0.11751 -0.88007 -1.33
C -1.21160 -0.25611 -0.13432 0.53
C -1.28740 0.13948 1.31842 -0.66
C -0.01513 0.07311 1.81379 -0.44
N 1.01587 -0.17494 0.70904 0.08
C 2.23943 0.48105 0.98457 -0.88
C 0.24591 0.23145 -0.53042 -0.49
C 0.75343 -0.48089 -1.74261 -1.20
H -3.17900 -0.62039 -0.51053 0.40
H -2.16292 0.00524 -1.93473 0.32
H -2.88868 1.08097 -0.62381 0.38
H -1.02306 -1.29875 -0.08846 0.38
H -2.14808 0.48233 1.86051 0.49
H 0.30676 0.15879 2.82771 0.47
H 1.12928 -1.19093 0.56962 0.47
H 2.86136 0.43962 0.08860 0.31
H 1.93882 1.54681 1.19098 0.38
H 2.85164 -0.02172 1.73717 0.34
H 0.33730 1.30553 -0.58530 0.35
H 0.65484 -1.54006 -1.54547 0.40
H 1.88341 -0.30003 -1.87698 0.35
H 0.17834 -0.17806 -2.64773 0.36



23
Properties=species:S:1:pos:R:3:mulliken_charge:R:1 method="wB97M-V/def2-TZVPD" charge=-1 gap_ha="0.09164 / 0.31188" s2=0.750 multiplicity=2 de_lowest_kcal_mol=15.8 e_homo_ha="0.0427 / -0.1830"
C -2.07439 0.80268 2.04266 -1.20
C -0.75033 0.58555 -1.21621 -2.54
C -1.90905 0.50789 0.55890 0.74
C -2.31263 -0.53662 -0.20291 -1.85
N -0.94721 1.24166 -0.11711 -0.47
N -1.47850 -0.54859 -1.30978 0.59
H -0.09404 0.69760 -2.06971 1.16
H -1.83467 -0.78471 -2.24614 0.86
H -3.21023 -1.13781 -0.16877 0.80
H -3.10024 0.58290 2.33834 0.35
H -2.00439 1.87873 2.12919 0.29
H -1.26014 0.27514 2.53101 0.27
C 2.33774 -0.88171 -0.29645 0.04
C 2.52007 0.60315 -0.54690 -1.03
C 3.28221 -1.44997 0.79530 -1.35
H 1.35300 -1.16651 0.07053 0.01
H 2.55184 -1.37103 -1.25301 0.32
H 1.89199 1.22731 0.08225 0.28
H 4.26437 -0.97674 0.83583 0.34
H 2.16465 0.86030 -1.54930 0.21
H 3.57008 0.88721 -0.51125 0.45
H 2.78051 -1.33939 1.75409 0.35
H 3.44287 -2.51708 0.63100 0.37



23
Properties=species:S:1:pos:R:3:mulliken_charge:R:1 method="wB97M-V/def2-TZVPD" charge=0 smiles=Cc1c[nH]cn1.CCC gap_ha=0.35365 de_lowest_kcal_mol=18.9 e_homo_ha=-0.3201
C 0.14162 0.97209 2.40176 -1.14
C -0.32557 1.40493 1.06674 0.48
C -1.23240 2.32313 0.64409 -0.52
N -1.28999 2.27209 -0.73068 -0.14
C -0.29774 1.38680 -1.09749 -0.22
N 0.36430 0.96454 -0.07195 -0.42
H -0.42355 0.14957 2.83884 0.22
H 0.31481 1.72024 3.17395 0.37
H 1.14698 0.58156 2.20598 0.31
H -1.67234 3.07446 1.26051 0.38
H -2.18632 2.46383 -1.10657 0.25
H -0.04094 1.31153 -2.13787 0.42
C 0.80053 -3.32972 0.38058 -1.26
C 0.46986 -2.12015 -0.51092 0.11
C 0.98555 -2.26261 -1.95000 -1.18
H 0.58899 -3.14768 1.42654 0.34
H 1.88524 -3.43771 0.34586 0.31
H 0.32615 -4.19449 -0.08364 0.35
H -0.59187 -1.89582 -0.60350 0.29
H 1.02532 -1.30577 -0.06604 0.16
H 0.65962 -1.44857 -2.59810 0.25
H 2.07618 -2.27378 -1.88857 0.30
H 0.65978 -3.16880 -2.46002 0.35